CH2INO2S | ωB97M-V with the def2-TZVPD basis set

LUMO level (spin up / spin down)   -0.05914 / -0.04468 Eh
Orbital gap (spin up / spin down)   0.256 / 0.315 Ha
Molar mass   219.0 g mol⁻¹
ΔE to the lowest compared entry with this formula, charge and spin   1.570 eV
Largest force on an atom   0.0492 Eh/bohr

Each line ends with the natural charge from an NBO analysis.
Positions of all 8 atoms, in Å:
I  2.7351  -1.3969  0.0658  0.03
S  2.2892  0.8376  -0.4689  1.06
O  2.5392  1.7634  0.5948  -0.80
O  0.2357  -0.1538  -0.3491  -0.42
N  -0.9974  0.2766  -0.4758  -0.06
C  -1.9791  -0.3104  0.0578  -0.18
H  -1.8133  -1.2551  0.5768  0.18
H  -3.0094  0.2385  -0.0014  0.21